{"formula": "C19H54F3MnO27P6S", "method": "wB97M-V/def2-TZVPD", "homo_energy_ev": [-10.713, -11.355], "total_charge": 1, "energy_ev": -181912.578, "homo_lumo_gap_ev": [9.06, 9.70], "multiplicity": 6, "symbols": ["Mn", "C", "F", "F", "F", "S", "O", "O", "O", "C", "O", "P", "O", "O", "C", "O", "C", "H", "H", "H", "H", "H", "H", "H", "H", "H", "C", "O", "P", "O", "O", "C", "O", "C", "H", "H", "H", "H", "H", "H", "H", "H", "H", "C", "O", "P", "O", "O", "C", "O", "C", "H", "H", "H", "H", "H", "H", "H", "H", "H", "C", "O", "P", "O", "O", "C", "O", "C", "H", "H", "H", "H", "H", "H", "H", "H", "H", "C", "O", "P", "O", "O", "C", "O", "C", "H", "H", "H", "H", "H", "H", "H", "H", "H", "C", "O", "P", "O", "O", "C", "O", "C", "H", "H", "H", "H", "H", "H", "H", "H", "H"], "positions_angstrom": [[-19.7551, 0.8812, -3.6584], [-23.5961, -0.4129, -1.7650], [-24.6370, -1.2185, -1.9956], [-23.7638, 0.6045, -2.6172], [-23.5827, -0.0305, -0.4605], [-21.9515, -1.2988, -2.2289], [-21.5538, -2.0612, -1.0091], [-22.3031, -2.1065, -3.3733], [-21.0989, -0.1329, -2.6613], [-16.1366, 2.4232, -6.8576], [-15.6935, 2.3454, -5.4778], [-16.7200, 2.8771, -4.2844], [-17.9047, 1.9842, -4.1015], [-15.7794, 2.9776, -3.0186], [-14.5944, 3.7007, -2.9707], [-17.0216, 4.4002, -4.7062], [-18.0379, 4.8107, -5.5789], [-15.5858, 3.2061, -7.3788], [-17.2100, 2.5609, -6.9880], [-15.7742, 1.5379, -7.3801], [-14.4444, 4.2328, -2.0313], [-14.4595, 4.5348, -3.6592], [-13.7671, 2.9914, -2.9947], [-18.5521, 3.9404, -5.9867], [-17.5404, 5.4241, -6.3302], [-18.7522, 5.4564, -5.0681], [-19.2605, -3.9686, -3.8325], [-17.9704, -3.4312, -3.6753], [-17.6063, -1.9441, -4.1830], [-18.7586, -0.9795, -4.0670], [-16.2765, -1.6202, -3.3333], [-15.4363, -0.4617, -3.5523], [-17.0222, -2.2507, -5.6988], [-16.1790, -3.3410, -5.9560], [-19.9914, -3.2570, -4.2165], [-19.5547, -4.2224, -2.8142], [-19.2945, -4.8749, -4.4372], [-14.3835, -0.7326, -3.6322], [-15.5734, 0.2393, -2.7289], [-15.6970, 0.0795, -4.4618], [-16.5804, -4.1389, -6.5808], [-15.7577, -3.7954, -5.0593], [-15.3048, -2.9823, -6.4993], [-24.6212, 0.0013, -6.0391], [-23.9222, 1.1563, -6.4318], [-23.1820, 2.1280, -5.3365], [-22.0684, 1.4622, -4.5940], [-22.7439, 3.4584, -6.2697], [-22.3377, 4.6413, -5.5570], [-24.4237, 2.6403, -4.4075], [-25.6001, 3.1700, -5.0879], [-24.6065, -0.1526, -4.9601], [-24.1852, -0.9196, -6.4263], [-25.6644, 0.0746, -6.3463], [-22.7168, 5.5534, -6.0179], [-21.2615, 4.7956, -5.6359], [-22.7172, 4.6548, -4.5353], [-25.3877, 4.2265, -5.2519], [-26.4211, 3.1891, -4.3712], [-25.9014, 2.5050, -5.8972], [-18.7297, -1.6483, 1.4186], [-18.8071, -1.1613, 0.0467], [-18.3834, 0.3419, -0.3924], [-18.6110, 0.6445, -1.8542], [-19.1582, 1.3620, 0.5913], [-20.5065, 1.3765, 0.7250], [-16.8573, 0.4604, 0.0421], [-16.1013, 1.6241, -0.2014], [-18.5241, -0.8272, 2.1055], [-17.9364, -2.3955, 1.3930], [-19.6722, -2.0763, 1.7601], [-20.8663, 1.0901, 1.7132], [-21.0323, 0.6366, 0.1215], [-20.9262, 2.3476, 0.4621], [-15.7545, 2.0007, 0.7609], [-16.5654, 2.4611, -0.7231], [-15.1881, 1.2911, -0.6945], [-18.1539, 5.2149, -1.6482], [-19.2905, 4.5574, -1.1343], [-20.4526, 3.9660, -2.0810], [-20.1919, 2.6546, -2.6833], [-21.7098, 4.0855, -1.0466], [-22.9980, 3.6679, -1.4973], [-20.6280, 5.1172, -3.1889], [-20.9484, 6.4329, -2.8837], [-17.2494, 4.6617, -1.3953], [-18.0916, 6.2084, -1.2043], [-18.2466, 5.2943, -2.7314], [-23.8279, 4.3151, -1.2137], [-23.2967, 2.6847, -1.1336], [-23.0086, 3.5968, -2.5849], [-20.1224, 7.1423, -2.8328], [-21.4519, 6.5582, -1.9251], [-21.7770, 6.7471, -3.5184], [-20.6440, 2.6880, -8.5400], [-19.4469, 2.0248, -8.1055], [-19.5021, 0.6570, -7.2287], [-19.7469, 0.8920, -5.7949], [-20.5723, -0.3023, -8.0069], [-21.2909, -1.2568, -7.2410], [-18.1042, -0.0421, -7.5600], [-17.7860, -0.3983, -8.9090], [-21.5498, 2.1848, -8.2019], [-20.7426, 2.8002, -9.6198], [-20.6518, 3.6976, -8.1294], [-22.3674, -1.3036, -7.4056], [-21.1235, -1.2646, -6.1640], [-20.9227, -2.2065, -7.6290], [-18.4175, 0.1139, -9.6350], [-17.8806, -1.4825, -8.9691], [-16.7288, -0.1786, -9.0577]], "lowdin_charge": [0.78, -0.60, 0.13, 0.09, 0.11, 0.59, -0.31, -0.31, -0.42, -0.07, -0.22, 0.52, -0.24, -0.22, -0.11, -0.22, -0.09, 0.10, 0.06, 0.09, 0.09, 0.10, 0.10, 0.08, 0.11, 0.08, -0.09, -0.21, 0.57, -0.26, -0.20, -0.05, -0.23, -0.12, 0.07, 0.10, 0.09, 0.10, 0.07, 0.07, 0.09, 0.09, 0.09, -0.10, -0.23, 0.57, -0.24, -0.23, -0.10, -0.26, -0.05, 0.08, 0.08, 0.10, 0.10, 0.08, 0.06, 0.09, 0.09, 0.09, -0.05, -0.22, 0.53, -0.28, -0.19, -0.14, -0.19, -0.10, 0.09, 0.10, 0.09, 0.10, 0.08, 0.08, 0.10, 0.07, 0.09, -0.08, -0.19, 0.51, -0.22, -0.21, -0.07, -0.25, -0.11, 0.08, 0.10, 0.07, 0.10, 0.08, 0.05, 0.10, 0.10, 0.10, -0.07, -0.22, 0.50, -0.26, -0.20, -0.08, -0.23, -0.07, 0.07, 0.10, 0.08, 0.08, 0.09, 0.10, 0.09, 0.10, 0.09]}

{"formula": "C19H54NbO7S2", "method": "wB97M-V/def2-TZVPD", "homo_energy_ev": -5.130, "total_charge": -1, "energy_ev": -58125.777, "homo_lumo_gap_ev": 7.21, "symbols": ["O", "S", "O", "C", "Nb", "C", "C", "C", "S", "H", "H", "H", "H", "H", "H", "H", "H", "H", "H", "H", "H", "H", "H", "C", "C", "C", "O", "H", "H", "H", "H", "H", "H", "H", "H", "C", "C", "C", "O", "H", "H", "H", "H", "H", "H", "H", "H", "C", "C", "C", "O", "H", "H", "H", "H", "H", "H", "H", "H", "C", "C", "C", "O", "H", "H", "H", "H", "H", "H", "H", "H", "C", "C", "C", "O", "H", "H", "H", "H", "H", "H", "H", "H"], "positions_angstrom": [[-0.2290, 3.4146, 3.4169], [-1.4128, 2.9555, 2.7320], [-1.9384, 3.9185, 1.8105], [-1.0652, 1.4784, 1.8875], [-1.9860, -0.4593, 2.6901], [-4.0788, 0.0528, 1.9689], [-4.7541, 1.1221, 2.8567], [-5.1541, 2.3258, 2.0373], [-5.4712, 3.8010, 3.0471], [-2.3262, 2.7284, 3.7020], [0.0042, 1.3630, 1.8502], [-1.4539, 1.6213, 0.8898], [-1.6960, -1.2386, 1.0413], [-0.2966, -1.0436, 3.0798], [-2.2284, 0.2095, 4.3849], [-2.5993, -2.0798, 3.2710], [-4.0800, 0.3363, 0.9256], [-4.6559, -0.8604, 2.0338], [-4.1391, 1.4415, 3.6912], [-5.6507, 0.6888, 3.2798], [-6.0269, 2.0568, 1.4640], [-4.3643, 2.6125, 1.3593], [-6.0777, 3.2058, 4.0746], [0.0559, 2.2503, -2.6960], [0.6949, 1.3089, -1.6844], [1.8746, 0.5654, -2.2817], [-0.2582, 0.3650, -1.2155], [-0.3140, 1.6848, -3.5565], [-0.7944, 2.7665, -2.2502], [0.7697, 2.9980, -3.0512], [1.0181, 1.8804, -0.8127], [1.5414, -0.0472, -3.1189], [2.3131, -0.1075, -1.5434], [2.6519, 1.2501, -2.6331], [-0.5563, -0.1521, -1.9760], [0.9631, -3.2884, -2.7092], [-0.2851, -2.8718, -3.4658], [-0.6120, -3.8400, -4.5920], [-0.1281, -1.5482, -3.9920], [1.8337, -3.2937, -3.3750], [1.1699, -2.5789, -1.9070], [0.8515, -4.2785, -2.2735], [-1.1239, -2.8208, -2.7716], [0.2046, -3.8675, -5.3196], [-1.5117, -3.5235, -5.1207], [-0.7683, -4.8495, -4.2099], [0.6069, -1.5582, -4.6174], [2.5719, -6.5528, 1.4511], [2.2013, -6.3147, -0.0053], [3.4308, -6.0045, -0.8487], [1.2553, -5.2556, -0.1063], [3.0328, -5.6582, 1.8774], [1.6817, -6.7722, 2.0397], [3.2724, -7.3838, 1.5525], [1.7013, -7.1992, -0.4028], [3.9173, -5.0934, -0.4903], [3.1491, -5.8365, -1.8887], [4.1552, -6.8200, -0.8108], [1.6652, -4.4532, 0.2406], [-1.9217, 3.6308, 6.4522], [-1.2721, 2.7116, 7.4743], [0.0103, 3.3235, 8.0233], [-1.0070, 1.4452, 6.8889], [-1.2501, 3.7934, 5.6049], [-2.8392, 3.1816, 6.0668], [-2.1676, 4.6021, 6.8874], [-1.9654, 2.5222, 8.2965], [0.7303, 3.4770, 7.2157], [0.4702, 2.6546, 8.7522], [-0.1804, 4.2858, 8.5032], [-0.4065, 1.5810, 6.1443], [2.5130, 3.0781, -7.0072], [3.1356, 2.1225, -6.0012], [4.4300, 2.6775, -5.4277], [3.3756, 0.8524, -6.6113], [3.1910, 3.2389, -7.8507], [1.5878, 2.6622, -7.4057], [2.2927, 4.0445, -6.5522], [2.4308, 1.9398, -5.1895], [5.1668, 2.8258, -6.2227], [4.8591, 1.9782, -4.7100], [4.2652, 3.6324, -4.9272], [4.0001, 0.9885, -7.3336]], "lowdin_charge": [-0.40, 0.48, -0.39, -0.51, 1.13, -0.41, -0.41, -0.60, 0.68, 0.02, 0.01, 0.01, -0.15, -0.18, -0.13, -0.18, 0.02, 0.01, 0.02, 0.09, 0.06, 0.05, -0.16, -0.05, -0.49, -0.06, -0.08, 0.08, 0.08, 0.07, 0.14, 0.05, 0.08, 0.07, 0.07, -0.06, -0.48, -0.06, -0.08, 0.09, 0.08, 0.06, 0.14, 0.08, 0.08, 0.08, 0.09, -0.06, -0.50, -0.07, -0.06, 0.08, 0.08, 0.08, 0.14, 0.08, 0.07, 0.08, 0.10, -0.06, -0.50, -0.07, -0.07, 0.05, 0.07, 0.08, 0.13, 0.08, 0.07, 0.07, 0.08, -0.06, -0.50, -0.06, -0.06, 0.08, 0.08, 0.08, 0.12, 0.08, 0.08, 0.08, 0.08]}